Entry 1:
Density functional theory data (wB97M-V/def2-TZVPD) for a 2-piece molecular cluster, C10H13O2 overall.

Element x y z (Å)
H1 -0.2631 -1.4228 -3.1989
H2 -3.2067 1.7191 1.6187
C1 -2.1280 1.5885 1.5310
C2 1.8187 -1.3075 -2.7082
O1 2.5874 -0.4812 -2.1692
H3 -1.2744 1.0392 4.7323
C3 -0.0750 0.7015 2.3453
O2 2.1204 -2.2895 -3.4417
H4 0.2584 -0.1794 -1.9230
H5 -2.1063 2.3412 -0.4905
C4 0.5658 0.8864 1.0492
H6 0.2146 1.6893 -0.9228
H7 1.6076 0.6254 0.9153
H8 -2.0929 -0.2504 3.9129
H9 -2.8974 1.4577 4.1010
C5 -1.4978 1.8778 0.2752
C6 0.0699 -2.2721 -1.2203
H10 -0.9791 -2.5343 -1.0843
C7 -2.0170 0.8397 3.9538
C8 -1.3620 1.1408 2.6073
C9 -0.1948 1.3843 0.0220
H11 0.6481 -3.1633 -1.4621
H12 0.5207 -1.7875 -0.3493
C10 0.2976 -1.1959 -2.3040
H13 0.4156 0.0576 3.0779

Properties
E_HOMO (spin up / spin down) ... 3.3 / -0.8 eV
Multiplicity ... 2
ΔE to the lowest compared entry with this formula, charge and spin ... 17.2 kcal per mole
Charge ... -2
Orbital gap (spin up / spin down) ... 2.824 / 6.771 eV

=====

Entry 2:
Density functional theory data (wB97M-V/def2-TZVPD) for a 2-piece molecular cluster, H2N2O4P overall.

Element x y z (Å)
O1 2.3882 -0.9233 -0.3001
O2 -2.1489 -0.8092 1.0199
O3 1.5238 0.4755 1.0869
N1 -1.3966 -0.4588 -0.1909
N2 1.6935 0.0941 -0.0580
O4 0.5975 2.2000 -1.0305
H1 -1.3794 -1.4401 -0.5199
H2 -2.0242 0.0923 1.3998
P1 0.7461 0.7695 -1.4072

Properties
E_HOMO (spin up / spin down) ... -2.2 / -5.1 eV
ΔE to the lowest compared entry with this formula, charge and spin ... 156.3 kcal per mole
Charge ... -1
Orbital gap (spin up / spin down) ... 5.483 / 9.012 eV

=====

Entry 3:
Density functional theory data (wB97M-V/def2-TZVPD) for C14H34AgCl3O9P2 as an isolated structure.

Element x y z (Å)
H1 11.3340 -18.7458 -6.0867
H2 14.8490 -23.8365 -4.2702
Ag1 9.2185 -24.6092 -4.6734
C1 10.8235 -29.9589 -5.2018
H3 13.6924 -25.8972 0.8009
H4 20.2391 -24.4156 -4.8725
H5 15.5649 -25.7324 0.7522
C2 17.0355 -22.4610 -0.7471
H6 18.9929 -23.2065 -4.5040
C3 14.4738 -22.4473 -5.7701
H7 12.9214 -22.5395 -0.6155
O1 13.0630 -22.6950 -6.1722
H8 16.6548 -21.7810 -2.8231
H9 17.4956 -21.9322 0.0876
P1 11.8148 -22.0602 -5.3336
H10 10.4743 -29.0482 -4.7152
C4 12.9195 -21.9503 -1.5325
C5 17.4417 -21.7391 -2.0700
H11 14.4291 -24.4163 0.9720
C6 14.3679 -25.3508 -1.0563
H12 10.8352 -18.6842 -3.9431
H13 9.2417 -19.0286 -4.2232
C7 15.2110 -23.6455 -5.2804
Cl1 12.5728 -30.2919 -5.0739
O2 10.8026 -26.3043 -4.7349
H14 14.8303 -22.0570 -6.7233
H15 16.2902 -23.7489 -5.1680
H16 12.3684 -25.5587 -3.5675
C8 18.6538 -25.1864 -3.6376
H17 12.4908 -20.9712 -1.3185
H18 20.1381 -23.6612 -3.2573
H19 14.3158 -26.3831 -1.4021
H20 12.8876 -26.4967 -4.8605
O3 17.1874 -26.3513 -1.2908
C9 19.5643 -24.0431 -4.1017
H21 17.6129 -20.6759 -1.9012
O4 11.7820 -20.5825 -5.9890
H22 14.5833 -21.6422 -5.0435
O5 15.3873 -24.5007 -1.6941
H23 15.9475 -22.4011 -0.7180
H24 19.1967 -25.7753 -2.8984
O6 17.6475 -23.8048 -0.8449
H25 10.9816 -22.1238 -2.5596
H26 13.9097 -22.0083 -1.9845
C10 12.0153 -22.4356 -2.7091
H27 12.1851 -23.5080 -2.8055
C11 14.5809 -25.3662 0.4594
H28 9.9485 -19.7148 -6.4788
H29 10.4180 -20.3139 -3.6722
O7 10.5475 -22.8201 -5.4288
P2 16.9714 -24.9323 -1.7616
Cl2 10.2452 -29.8357 -6.8453
Cl3 9.8913 -31.2131 -4.2750
O8 12.3858 -21.7731 -3.9020
C12 12.0589 -26.4221 -4.1564
O9 17.5098 -24.5584 -3.2415
H30 15.0165 -24.5522 -5.8533
H31 18.3854 -22.0881 -2.4892
H32 12.1381 -27.2892 -3.5008
C13 10.7901 -19.6426 -5.7898
H33 13.3614 -25.0142 -1.3046
H34 18.5148 -25.8797 -4.4672
C14 10.2222 -19.4864 -4.3542

Properties
E_HOMO (spin up / spin down) ... -12.6 / -12.6 eV
Multiplicity ... 2
ΔE to the lowest compared entry with this formula, charge and spin ... 63.2 kcal per mole
Charge ... +1
Orbital gap (spin up / spin down) ... 7.907 / 6.238 eV

=====

Entry 4:
Density functional theory data (wB97M-V/def2-TZVPD) for C29H20AsClIrN4O14S2 as an isolated structure.

Element x y z (Å)
O1 1.2991 2.6896 3.2379
C1 -1.5781 3.2215 2.7318
N1 -2.2060 -0.9865 -1.8073
C2 -1.0941 1.9345 2.5510
C3 5.1919 0.8148 -2.9750
H1 -4.0029 0.2390 2.2157
C4 5.2239 0.4264 -1.6533
O2 -1.3165 -2.0138 3.3922
C5 -3.6348 2.9849 -1.3064
O3 0.6777 0.3195 3.2807
C6 -3.8868 0.7864 -2.2913
Ir1 1.2328 -0.1532 -0.4530
H2 -2.7344 -2.3954 1.1381
C7 2.1403 -2.5488 3.8596
As1 -1.2959 -0.9716 2.1291
C8 4.0305 0.1172 -0.9988
H3 3.9311 1.1733 -4.6848
O4 0.7097 1.9157 -1.4501
O5 0.5902 3.5385 -3.2530
C9 -2.0688 1.1560 -0.7925
C10 2.7990 0.2476 -1.6333
C11 -1.8399 -3.1030 -2.3851
C12 0.8133 -2.8323 -1.9752
O6 -3.2839 -4.8632 -3.0381
H4 6.1557 0.3347 -1.1024
H5 -3.3384 4.4340 2.8787
C13 3.9638 0.8929 -3.6373
O7 1.0413 1.4701 1.1523
H6 -3.9915 3.9902 -1.1090
C14 -0.6271 -2.4044 -2.0588
H7 -4.4139 0.1669 -2.9967
C15 3.0934 -1.2025 2.1175
O8 -1.1270 -5.2756 -3.1709
C16 3.2182 -2.2695 4.6814
H8 -1.2528 0.7925 -0.2009
O9 -0.6252 1.4391 -3.4462
O10 1.6425 -2.0755 -1.3850
C17 2.7802 0.6212 -2.9727
H9 1.2413 -2.2345 1.9334
C18 2.0818 -2.0226 2.5780
H10 5.0827 -1.2086 4.8559
H11 1.3185 -3.1640 4.2068
C19 -2.1397 -4.4890 -2.8835
H12 1.8387 0.7228 -3.4963
N2 3.0205 -0.7101 0.7770
C20 -1.9649 0.8500 2.3715
N3 -0.8709 -1.1664 -1.7222
H13 4.9519 -0.2467 2.5788
C21 -2.9484 3.4326 2.7370
C22 4.2394 -1.4423 4.2173
H14 -1.9769 3.0958 0.0585
O11 -1.3415 3.2468 -1.8974
H15 3.2639 -2.6801 5.6833
O12 -2.8156 -1.4332 1.2128
N4 4.0944 -0.3783 0.2935
S1 0.6482 1.5896 2.5715
Cl1 -4.4987 -2.3380 -2.2658
C23 -2.2457 2.6284 -0.8825
H16 -5.3415 2.3825 -2.3991
C24 -4.3650 2.1006 -2.0198
H17 -0.8712 4.0296 2.8830
O13 -0.1478 -1.1881 0.9142
C25 4.1778 -0.9073 2.9447
H18 -4.8905 2.5380 2.5660
C26 -2.8072 -2.1395 -2.1900
S2 -0.0865 2.4604 -2.5812
C27 -3.8210 2.3655 2.5595
C28 -2.7449 0.3277 -1.6180
C29 -3.3373 1.0766 2.3733
H19 6.1124 1.0445 -3.4978
O14 1.1492 -3.9170 -2.4869
H20 -0.2220 -4.8367 -2.9648

Properties
E_HOMO (spin up / spin down) ... -3.4 / -3.4 eV
Multiplicity ... 2
ΔE to the lowest compared entry with this formula, charge and spin ... 56.3 kcal per mole
Charge ... -2
Orbital gap (spin up / spin down) ... 7.305 / 6.749 eV

=====

Entry 5:
Density functional theory data (wB97M-V/def2-TZVPD) for a 3-piece molecular cluster, C6H8ClO6 overall.

Element x y z (Å)
O1 2.7475 -27.0839 -19.0394
H1 4.6863 -22.2934 -19.2242
C1 2.8514 -19.9235 -18.5119
C2 4.6677 -26.3280 -20.0755
O2 1.7351 -27.9208 -20.8717
H2 5.6621 -20.3837 -18.1650
C3 4.0483 -21.7972 -18.4928
O3 3.7226 -26.8708 -20.9944
O4 3.7868 -19.7790 -17.5919
Cl1 4.9454 -24.0548 -18.1770
H3 3.6994 -25.4326 -18.3727
H4 5.5399 -26.9745 -20.1720
C4 3.9784 -26.4105 -18.7651
H5 4.8823 -25.3032 -20.3788
H6 4.6545 -26.9530 -18.1044
C5 4.7711 -20.7899 -17.6863
C6 2.6146 -27.2920 -20.3522
O5 2.0356 -19.0923 -18.7883
H7 3.6719 -22.5948 -17.8524
O6 2.9867 -21.1135 -19.0839
H8 4.9734 -21.2033 -16.6983

Properties
E_HOMO ... -4.8 eV
ΔE to the lowest compared entry with this formula, charge and spin ... 51.3 kcal per mole
Charge ... -1
Orbital gap ... 8.075 eV

=====

Entry 6:
Density functional theory data (wB97M-V/def2-TZVPD) for C54H90ClN3O25PSn as an isolated structure.

Element x y z (Å)
C1 13.6410 17.8497 17.6412
H1 13.6111 19.7747 8.5853
O1 12.7803 23.4958 10.0072
H2 11.9732 19.8391 11.1574
C2 12.0055 16.0901 8.4029
H3 11.8617 19.7008 8.8188
C3 19.3220 14.5100 16.8042
H4 10.6900 12.2163 7.4716
O2 15.6375 13.6423 10.6812
C4 14.1691 13.4385 17.8836
C5 19.9202 16.5596 17.7073
N1 11.4872 11.1069 11.8001
H5 13.6833 19.2996 11.1249
C6 20.5691 14.6461 12.1566
C7 16.7294 19.0155 10.8974
H6 14.2702 17.6745 18.5470
H7 15.1222 13.6296 7.7573
H8 9.9867 17.1802 14.1710
H9 18.0302 11.6068 11.3467
O3 17.2899 12.9645 9.3590
H10 17.1395 20.9676 10.1069
C8 18.8486 17.9886 13.4051
H11 9.5904 11.2768 12.7853
O4 15.6599 15.5248 15.4524
H12 15.8326 11.1689 11.8315
C9 17.4810 11.2370 15.3589
H13 11.0039 11.8598 13.6828
H14 13.2178 21.8338 12.0536
H15 15.4994 11.0750 9.5225
H16 17.4781 15.6242 7.9942
H17 12.4794 17.2542 14.7067
H18 15.9801 18.9271 11.7143
C10 10.5562 11.7765 12.6753
C11 10.6057 15.2581 14.7273
H19 8.1772 9.3896 9.6262
H20 20.7139 17.3045 17.7377
C12 20.9289 14.9134 9.8501
H21 19.5296 13.6408 16.1654
H22 10.5696 8.8833 12.9914
H23 21.0701 15.7884 9.2150
O5 14.1643 16.9118 10.8830
H24 14.6739 12.4761 17.7617
O6 18.2711 15.4506 14.9015
H25 17.5559 19.7050 13.7251
H26 20.6536 14.7484 18.5573
C13 15.0342 14.4193 18.5399
C14 18.7013 10.4052 15.0750
O7 15.9527 14.9154 17.5154
H27 16.5594 10.7091 15.5013
H28 21.5457 19.4369 13.8029
C15 17.0969 14.6209 7.7080
O8 12.2260 9.4732 9.9375
C16 12.1468 16.7076 13.8061
H29 19.9220 10.7631 13.3240
H30 16.0504 9.4153 12.0356
H31 21.3195 15.1870 16.9873
H32 14.1413 13.2411 15.7115
O9 16.8881 9.5906 9.2850
H33 12.3998 14.8834 11.3705
H34 15.2118 15.2335 8.5989
C17 8.7939 8.6020 10.0706
H35 21.0816 18.4988 15.2353
H36 8.1462 7.9026 10.6030
H37 10.3782 7.3661 12.1034
P1 11.0208 10.1333 10.5054
H38 11.5745 19.7017 18.9504
O10 19.4904 14.8875 10.1073
C18 17.2041 19.3535 8.6117
C19 17.8672 13.3918 8.0750
H39 8.4901 11.7795 8.9670
C20 12.8659 11.3131 12.2153
H40 12.5695 15.7167 7.5436
C21 12.7178 15.2672 13.8576
H41 19.2312 9.9117 15.8783
O11 12.6149 21.5374 8.9606
H42 20.6317 13.5845 12.4324
O12 11.8010 14.4520 14.4443
C22 10.7086 11.1970 7.9116
H43 12.9799 11.2174 13.2931
H44 12.5849 17.2807 13.0237
C23 18.1275 9.9308 9.9674
H45 16.7413 19.4804 7.6445
H46 9.9590 10.6210 7.2834
H47 17.7552 19.1160 11.3604
C24 14.0450 14.0098 16.4763
O13 18.2544 17.1572 12.7998
C25 16.8713 17.7156 10.1589
C26 19.5974 19.9429 14.5707
H48 19.6171 20.3244 15.5622
H49 13.2486 12.3341 11.9042
H50 10.3815 12.8102 12.3757
H51 21.8898 16.0675 11.3369
C27 12.9618 20.0179 10.7399
H52 17.6991 11.9520 16.1784
H53 10.7522 15.5650 15.7341
H54 19.2776 16.7054 18.5667
H55 9.0019 8.2867 12.8363
C28 19.2487 14.6472 11.4093
O14 12.0838 15.9247 17.7657
C29 16.1323 13.6386 9.5941
C30 18.8315 15.5448 15.9143
H56 13.7519 20.0268 18.0997
O15 19.1597 16.7386 16.4269
C31 12.3067 17.1104 17.7195
C32 15.3287 14.8343 16.3487
N2 9.7528 9.1571 11.0534
H57 13.2341 14.6800 16.3710
H58 10.6333 15.4184 9.8985
H59 13.2996 14.2523 10.1242
H60 17.8450 18.6946 15.1077
C33 18.3433 19.1083 14.2042
C34 9.2516 12.1079 9.6427
H61 11.6916 10.7400 7.8083
H62 11.1456 16.6780 8.0574
H63 9.3008 7.9469 9.3867
H64 11.0340 19.8705 17.2989
H65 18.2716 19.4273 8.4716
H66 13.1767 13.3473 18.3853
H67 14.2820 17.6100 16.7932
C35 13.4684 21.4190 11.0915
H68 15.5726 20.3480 9.5637
H69 11.2464 14.0381 8.9672
H70 20.5088 15.2730 13.0267
H71 14.5631 21.4749 10.9484
H72 10.3591 16.1741 12.7778
H73 14.5035 15.3060 18.8647
O16 13.7276 14.8749 13.3800
H74 18.3467 9.6057 14.4162
C36 12.6576 15.0798 10.3337
H75 20.2914 11.9240 14.6649
H76 21.1204 14.0228 9.2509
H77 9.4861 13.1480 9.4066
O17 11.2934 18.0404 17.9214
O18 17.0530 17.8755 8.8647
H78 18.3687 9.9817 12.0388
N3 10.4132 11.2634 9.3094
H79 8.9292 11.9627 10.6627
Sn1 16.0812 15.5197 12.5474
C37 15.7539 10.1172 10.0000
C38 11.7659 19.3819 17.9173
C39 13.2423 19.3210 17.4651
C40 15.7437 14.3198 8.3561
C41 21.6380 15.0321 11.1674
H80 18.9078 13.3387 8.3003
O19 16.8128 16.5663 10.5888
H81 17.6941 12.5268 7.4070
H82 9.7235 14.6357 14.5953
O20 19.1465 9.7192 9.4279
C42 17.7873 10.5147 11.2960
H83 18.4916 14.1667 17.4184
C43 11.4996 15.0341 9.3427
H84 19.5975 20.8122 13.9357
C44 13.3273 16.3948 10.2195
C45 20.7068 18.9906 14.3276
H85 22.5336 14.4344 11.1533
C46 10.6794 16.4342 13.7813
C47 20.4359 15.1460 17.5976
H86 13.5190 10.5448 11.7790
C48 16.6047 20.0824 9.8065
O21 16.5064 12.8875 13.8744
O22 18.1745 14.4290 11.8059
H87 16.9464 14.6210 6.6106
C49 19.5174 11.3007 14.1675
Cl1 14.8229 19.3934 13.9595
O23 12.8753 17.0021 9.1527
C50 12.7875 20.1225 9.1990
O24 20.1703 17.8780 13.5230
C51 16.2687 10.2892 11.4281
C52 9.9396 8.3680 12.2563
C53 17.3945 12.1934 14.1962
C54 12.9328 22.3344 10.0118
H88 13.4278 19.6942 16.4700
O25 18.5466 12.2577 13.5897
H89 14.9488 9.4349 9.7691
H90 15.7038 14.1046 19.3416

Properties
E_HOMO ... -9.7 eV
Charge ... +1
Orbital gap ... 8.165 eV

=====

Computed values of F_max (unit: eV/Å) for the preceding records, in sequence: 1.91, 2.90, 4.30, 4.62, 4.08, 4.09.